A molecular structure, C34H56MnN2O4P3 in a non-equilibrium geometry, computed with the ωB97M-V functional and the def2-TZVPD basis.

Geometry as XYZ:
```
100
C34H56MnN2O4P3 | the Open Molecules 2025 dataset | the ωB97M-V functional and the def2-TZVPD basis
C 2.062 -0.447 -1.946
C 2.262 1.348 -0.482
C 3.183 -0.050 -2.667
C 3.543 1.658 -1.034
C 3.987 0.972 -2.145
H 3.399 -0.551 -3.609
H 4.083 2.500 -0.605
H 4.925 1.232 -2.637
N 1.746 0.088 -0.745
P 0.285 -2.277 -1.060
P 0.015 2.460 1.036
C 1.056 -1.430 -2.505
H 0.278 -0.887 -3.067
H 1.525 -2.122 -3.214
C -1.903 -0.618 0.662
O -3.059 -0.449 0.776
C 1.531 2.367 0.155
H 2.154 3.255 0.344
C -0.581 4.157 0.184
C 0.368 2.778 2.930
C -1.220 -3.075 -1.854
C 1.679 -3.502 -0.604
C -2.063 3.892 -0.106
H -2.622 3.673 0.815
H -2.515 4.779 -0.571
H -2.201 3.052 -0.794
C -0.417 5.398 1.061
H -0.919 5.338 2.031
H 0.641 5.645 1.211
H -0.860 6.253 0.525
C 0.211 4.455 -1.097
H -0.329 5.211 -1.688
H 1.205 4.861 -0.870
H 0.337 3.579 -1.739
C -1.001 3.095 3.559
H -1.668 2.227 3.468
H -0.865 3.308 4.628
H -1.512 3.951 3.105
C 0.893 1.490 3.562
H 0.109 0.726 3.616
H 1.751 1.071 3.023
H 1.210 1.705 4.593
C 1.414 3.860 3.191
H 1.090 4.866 2.920
H 1.619 3.872 4.272
H 2.357 3.636 2.678
C 1.073 -4.702 0.135
H 1.899 -5.339 0.487
H 0.489 -4.389 1.014
H 0.445 -5.323 -0.516
C 2.677 -2.795 0.328
H 3.129 -1.919 -0.150
H 2.216 -2.472 1.272
H 3.485 -3.502 0.570
C 2.454 -3.990 -1.838
H 3.138 -4.789 -1.513
H 1.806 -4.412 -2.615
H 3.073 -3.198 -2.279
C -2.046 -2.000 -2.587
H -1.520 -1.591 -3.459
H -2.976 -2.464 -2.952
H -2.318 -1.172 -1.918
C -2.092 -3.677 -0.742
H -2.460 -2.898 -0.061
H -2.959 -4.164 -1.214
H -1.560 -4.433 -0.152
C -0.799 -4.157 -2.851
H -0.186 -3.750 -3.666
H -0.269 -4.992 -2.377
H -1.715 -4.569 -3.303
Mn -0.123 -0.431 0.263
N -0.653 0.811 -0.994
C -0.586 1.642 -1.848
C -1.197 2.031 -3.094
C -2.543 1.666 -3.296
C -0.504 2.745 -4.092
C -3.208 2.053 -4.459
H -3.055 1.089 -2.525
C -1.188 3.162 -5.234
H 0.555 2.965 -3.942
C -2.536 2.818 -5.419
H -4.253 1.760 -4.600
H -0.668 3.759 -5.987
H -3.069 3.146 -6.310
C 1.529 -2.610 4.233
O 1.162 -1.700 3.165
P -0.287 -1.652 2.378
O -0.764 -3.231 2.354
C -1.835 -3.842 3.117
O -1.293 -0.963 3.468
C -1.516 -1.285 4.866
H 2.541 -2.967 4.011
H 0.854 -3.479 4.306
H 1.540 -2.056 5.181
H -2.765 -3.257 3.052
H -2.001 -4.828 2.668
H -1.529 -3.974 4.166
H -1.668 -0.329 5.380
H -0.671 -1.821 5.331
H -2.435 -1.878 4.947
```

multiplicity	4
energy above the lowest of the compared OMol25 structures with the same formula, charge and spin	446.2	kJ/mol
⟨S²⟩	3.859
charge	+3
molecular weight	704.7	g mol⁻¹

Here are the Mulliken charges for atoms 1 to 99, given in e: number 1, C, carries 0.2278; number 2, C, carries 0.4963; number 3, C, carries -0.6563; number 4, C, carries -1.2105; number 5, C, carries -1.0744; number 6, H, carries 0.6155; number 7, H, carries 0.6227; number 8, H, carries 0.5030; number 9, N, carries 0.4168; number 10, P, carries 0.7635; number 11, P, carries 0.5516; number 12, C, carries -1.6240; number 13, H, carries 0.2226; number 14, H, carries 0.9533; number 15, C, carries -0.0985; number 16, O, carries -0.3202; number 17, C, carries -1.7790; number 18, H, carries 0.7835; number 19, C, carries 1.9611; number 20, C, carries 2.3999; number 21, C, carries 1.6285; number 22, C, carries 2.4273; number 23, C, carries -1.6316; number 24, H, carries 0.3500; number 25, H, carries 0.5374; number 26, H, carries 0.2156; number 27, C, carries -1.8891; number 28, H, carries 0.3758; number 29, H, carries 0.4310; number 30, H, carries 0.5034; number 31, C, carries -1.4260; number 32, H, carries 0.5773; number 33, H, carries 0.4186; number 34, H, carries -0.3280; number 35, C, carries -1.7227; number 36, H, carries 0.2173; number 37, H, carries 0.5322; number 38, H, carries 0.2375; number 39, C, carries -1.6738; number 40, H, carries -0.0910; number 41, H, carries 0.3097; number 42, H, carries 0.7382; number 43, C, carries -1.7232; number 44, H, carries 0.3386; number 45, H, carries 0.5643; number 46, H, carries 0.3187; number 47, C, carries -1.6028; number 48, H, carries 0.5702; number 49, H, carries 0.0282; number 50, H, carries 0.3153; number 51, C, carries -1.2495; number 52, H, carries 0.2026; number 53, H, carries -0.0312; number 54, H, carries 0.6435; number 55, C, carries -1.6977; number 56, H, carries 0.5379; number 57, H, carries 0.2688; number 58, H, carries 0.3671; number 59, C, carries -1.5768; number 60, H, carries 0.3739; number 61, H, carries 0.6540; number 62, H, carries 0.0118; number 63, C, carries -1.3967; number 64, H, carries 0.0891; number 65, H, carries 0.6248; number 66, H, carries 0.2566; number 67, C, carries -1.7243; number 68, H, carries 0.3117; number 69, H, carries 0.3464; number 70, H, carries 0.5211; number 71, Mn, carries 0.1938; number 72, N, carries -0.3242; number 73, C, carries 0.2455; number 74, C, carries 0.2177; number 75, C, carries 0.1352; number 76, C, carries 0.2029; number 77, C, carries -0.6795; number 78, H, carries 0.5152; number 79, C, carries -0.7847; number 80, H, carries 0.5728; number 81, C, carries -0.6339; number 82, H, carries 0.5037; number 83, H, carries 0.5162; number 84, H, carries 0.4768; number 85, C, carries -1.0191; number 86, O, carries -0.1421; number 87, P, carries 0.8611; number 88, O, carries 0.4915; number 89, C, carries -0.9816; number 90, O, carries -0.2766; number 91, C, carries -0.8230; number 92, H, carries 0.2742; number 93, H, carries 0.3742; number 94, H, carries 0.3439; number 95, H, carries 0.3399; number 96, H, carries 0.2850; number 97, H, carries 0.3363; number 98, H, carries 0.2832; number 99, H, carries 0.2969